The following is a DFT calculation (wB97M-V/def2-TZVPD) of a cluster of 2 separate species, C2H5Br2OPS in total.

Relative energy (zero: lowest compared OMol25 entry of this formula, charge and spin) (eV): 1.955
2S+1: 1
F_max (eV/Å): 1.8
HOMO (spin up / spin down) (Ha): -0.358 / -0.336
LUMO level (spin up / spin down) (Ha): -0.1228 / -0.1292
Gap between HOMO and LUMO (spin up / spin down) (eV): 6.415 / 5.619

```
12
C2H5Br2OPS | the Open Molecules 2025 dataset | wB97M-V/def2-TZVPD
C 1.910 0.047 0.123
C 0.562 -0.477 -0.339
O -0.398 -0.037 0.619
P -1.861 0.544 0.423
S -2.480 1.388 2.055
Br -1.670 1.846 -1.390
Br -3.620 -2.176 -0.519
H 2.693 -0.330 -0.527
H 1.920 1.134 0.100
H 2.094 -0.276 1.143
H 0.539 -1.569 -0.354
H 0.313 -0.095 -1.334
```

natural (NBO) population analysis, charges in e, atoms 1 to 2:
1 C -0.62
2 C -0.06

The following is a DFT calculation (wB97M-V/def2-TZVPD) of a cluster of 2 separate species, C2H5BrCl2Si in total.

Relative energy (zero: lowest compared OMol25 entry of this formula, charge and spin) (eV): 2.477
2S+1: 1
F_max (eV/Å): 3.4
HOMO (Ha): -0.332
LUMO level (Ha): -0.0523
Gap between HOMO and LUMO (eV): 7.606

```
11
C2H5BrCl2Si | the Open Molecules 2025 dataset | wB97M-V/def2-TZVPD
C 1.457 0.589 0.062
C 0.432 -0.451 -0.330
Si -1.343 0.019 -0.014
Cl -1.631 0.629 1.862
Cl -2.249 1.166 -1.288
Br -3.404 -2.408 0.365
H 2.478 0.346 -0.183
H 1.330 1.431 -0.523
H 1.487 0.757 1.231
H 0.717 -1.326 0.220
H 0.727 -0.753 -1.402
```

natural (NBO) population analysis, charges in e, atoms 1 to 2:
1 C -0.60
2 C -0.96

The following is a DFT calculation (wB97M-V/def2-TZVPD) of a structure of composition C2H5BrClN.

Relative energy (zero: lowest compared OMol25 entry of this formula, charge and spin) (eV): 4.099
2S+1: 1
F_max (eV/Å): 4.8
HOMO (spin up / spin down) (Ha): -0.270 / -0.269
LUMO level (spin up / spin down) (Ha): 0.0157 / 0.0139
Gap between HOMO and LUMO (spin up / spin down) (eV): 7.779 / 7.703

```
10
C2H5BrClN | the Open Molecules 2025 dataset | wB97M-V/def2-TZVPD
C -0.081 -0.893 0.876
C -1.917 0.632 0.476
N -0.619 0.276 0.622
Cl -2.105 2.057 -0.438
Br -3.291 -0.622 0.085
H -0.604 -1.772 0.807
H -2.716 -1.200 2.937
H 0.932 -0.997 1.220
H -2.247 -1.369 2.369
H -0.031 0.996 0.762
```

natural (NBO) population analysis, charges in e, atoms 1 to 2:
1 C -0.27
2 C -0.18

The following is a DFT calculation (wB97M-V/def2-TZVPD) of the molecule C2H5BrN2O2.

Relative energy (zero: lowest compared OMol25 entry of this formula, charge and spin) (eV): 1.133
2S+1: 1
F_max (eV/Å): 3.6
HOMO (Ha): -0.355
LUMO level (Ha): 0.0043
SMILES: NC(N)(Br)C(=O)O
Gap between HOMO and LUMO (eV): 9.767

```
12
C2H5BrN2O2 | the Open Molecules 2025 dataset | wB97M-V/def2-TZVPD
N 0.481 -0.642 -1.450
C 0.037 -0.343 -0.197
N 0.566 -0.843 1.021
Br -2.016 -0.944 0.014
C -0.224 1.161 -0.036
O -0.161 1.906 -0.949
O -0.314 1.630 1.220
H 0.585 0.281 -1.877
H -0.002 -1.284 -2.018
H 1.050 -1.669 0.896
H 0.828 -0.197 1.735
H -0.829 0.944 1.641
```

natural (NBO) population analysis, charges in e, atoms 1 to 2:
1 N -0.84
2 C 0.29

The following is a DFT calculation (wB97M-V/def2-TZVPD) of a cluster of 2 separate species, C2H5BrN2O3 in total.

Relative energy (zero: lowest compared OMol25 entry of this formula, charge and spin) (eV): 0.177
2S+1: 1
F_max (eV/Å): 6.2
HOMO (Ha): -0.386
LUMO level (Ha): -0.0065
SMILES: CN(C=O)[N+](=O)[O-].Br
Gap between HOMO and LUMO (eV): 10.323

```
13
C2H5BrN2O3 | the Open Molecules 2025 dataset | wB97M-V/def2-TZVPD
C 0.885 -0.971 -0.384
N -0.207 -0.080 -0.520
C -0.305 1.115 0.147
O 0.442 1.492 0.951
N -1.152 -0.274 -1.649
O -0.810 -1.206 -2.333
O -2.094 0.441 -1.748
H 1.195 -1.352 -1.300
H 1.716 -0.402 0.065
H 0.669 -1.897 0.356
H -1.106 1.770 -0.456
Br 0.511 -0.034 3.615
H 0.256 1.399 3.256
```

natural (NBO) population analysis, charges in e, atoms 1 to 2:
1 C -0.44
2 N -0.34

The following is a DFT calculation (wB97M-V/def2-TZVPD) of a cluster of 2 separate species, C2H5BrO3S in total.

Relative energy (zero: lowest compared OMol25 entry of this formula, charge and spin) (eV): 0.551
2S+1: 1
F_max (eV/Å): 5.1
HOMO (Ha): -0.365
LUMO level (Ha): -0.0050
Gap between HOMO and LUMO (eV): 9.788

```
12
C2H5BrO3S | the Open Molecules 2025 dataset | wB97M-V/def2-TZVPD
C 1.195 -2.176 -0.937
C 1.408 -1.023 -0.059
O -1.709 3.263 1.595
O -2.355 0.880 1.671
O 0.649 -0.172 0.166
S -1.480 1.716 0.947
Br -2.398 2.095 -1.165
H 1.494 -1.746 -1.955
H 0.113 -2.691 -1.067
H 1.775 -3.181 -0.673
H 2.436 -0.999 0.205
H -1.128 4.034 1.273
```

natural (NBO) population analysis, charges in e, atoms 1 to 2:
1 C -0.75
2 C 0.45

The following is a DFT calculation (wB97M-V/def2-TZVPD) of a cluster of 2 separate species, C2H5BrOS in total.

Relative energy (zero: lowest compared OMol25 entry of this formula, charge and spin) (eV): 0.940
2S+1: 1
F_max (eV/Å): 3.9
HOMO (Ha): -0.329
LUMO level (Ha): 0.0228
SMILES: O=CBr.CS
Gap between HOMO and LUMO (eV): 9.580

```
10
C2H5BrOS | the Open Molecules 2025 dataset | wB97M-V/def2-TZVPD
O 2.007 1.827 -0.431
C 2.911 1.233 0.039
Br 2.837 -0.592 0.133
H 3.742 1.770 0.384
C -2.406 -0.631 0.178
S -0.862 -1.622 -0.344
H -2.757 -0.056 -0.641
H -2.057 -0.054 0.956
H -3.347 -1.323 0.384
H -0.069 -0.552 -0.657
```

natural (NBO) population analysis, charges in e, atoms 1 to 2:
1 O -0.49
2 C 0.29

The following is a DFT calculation (wB97M-V/def2-TZVPD) of a cluster of 2 separate species, C2H5BrOS in total.

Relative energy (zero: lowest compared OMol25 entry of this formula, charge and spin) (eV): 5.798
2S+1: 1
F_max (eV/Å): 3.5
HOMO (spin up / spin down) (Ha): -0.356 / -0.353
LUMO level (spin up / spin down) (Ha): -0.0732 / -0.0491
Gap between HOMO and LUMO (spin up / spin down) (eV): 7.684 / 8.266

```
10
C2H5BrOS | the Open Molecules 2025 dataset | wB97M-V/def2-TZVPD
C -1.083 0.168 -0.639
C 0.320 -0.323 -0.417
O 0.202 0.309 2.599
S 1.216 0.952 0.497
Br 2.863 -0.093 1.293
H -1.417 0.519 0.291
H -1.460 0.767 -1.415
H -1.704 -0.679 -1.069
H 0.779 -0.336 -1.327
H 0.284 -1.283 0.187
```

natural (NBO) population analysis, charges in e, atoms 1 to 2:
1 C -0.66
2 C -0.53

The following is a DFT calculation (wB97M-V/def2-TZVPD) of a cluster of 2 separate species, C2H5BrS in total.

Relative energy (zero: lowest compared OMol25 entry of this formula, charge and spin) (eV): 1.053
2S+1: 1
F_max (eV/Å): 2.8
HOMO (Ha): -0.362
LUMO level (Ha): 0.0319
SMILES: C=CBr.S
Gap between HOMO and LUMO (eV): 10.724

```
9
C2H5BrS | the Open Molecules 2025 dataset | wB97M-V/def2-TZVPD
C 0.392 1.131 -0.006
C 1.454 0.696 0.623
Br 2.821 -0.578 -0.003
H -0.193 1.854 0.561
H -0.100 0.682 -0.910
H 2.007 1.143 1.425
S -2.316 -1.532 -1.090
H -1.810 -0.758 -0.111
H -2.255 -2.639 -0.488
```

natural (NBO) population analysis, charges in e, atoms 1 to 2:
1 C -0.44
2 C -0.21

The following is a DFT calculation (wB97M-V/def2-TZVPD) of the molecule C2H5BrS.

Relative energy (zero: lowest compared OMol25 entry of this formula, charge and spin) (eV): 0.527
2S+1: 1
F_max (eV/Å): 3.0
HOMO (Ha): -0.318
LUMO level (Ha): 0.0084
SMILES: CCSBr
Gap between HOMO and LUMO (eV): 8.886

```
9
C2H5BrS | the Open Molecules 2025 dataset | wB97M-V/def2-TZVPD
C -0.682 -0.570 0.206
C 0.808 -0.314 -0.131
S 1.198 1.689 -0.533
Br -0.708 2.563 -0.250
H -0.921 -0.425 1.285
H -1.398 0.011 -0.428
H -0.870 -1.549 -0.008
H 1.247 -1.004 -0.905
H 1.326 -0.401 0.763
```

natural (NBO) population analysis, charges in e, atoms 1 to 2:
1 C -0.64
2 C -0.39

The following is a DFT calculation (wB97M-V/def2-TZVPD) of the molecule C2H5ClFN.

Relative energy (zero: lowest compared OMol25 entry of this formula, charge and spin) (eV): 0.506
2S+1: 1
F_max (eV/Å): 4.5
HOMO (Ha): -0.355
LUMO level (Ha): 0.0362
SMILES: NC[C@@H](F)Cl
Gap between HOMO and LUMO (eV): 10.646

```
10
C2H5ClFN | the Open Molecules 2025 dataset | wB97M-V/def2-TZVPD
N 1.217 -0.641 0.260
C 0.431 0.307 -0.393
C -0.978 0.358 0.343
F -1.534 1.504 -0.014
Cl -1.911 -1.031 -0.088
H 0.626 -1.259 0.675
H 1.842 -1.151 -0.421
H 0.817 1.363 -0.351
H 0.240 0.042 -1.457
H -0.750 0.507 1.445
```

natural (NBO) population analysis, charges in e, atoms 1 to 2:
1 N -0.83
2 C -0.23

The following is a DFT calculation (wB97M-V/def2-TZVPD) of a cluster of 2 separate species, C2H5ClN2O2 in total.

Relative energy (zero: lowest compared OMol25 entry of this formula, charge and spin) (eV): 2.582
2S+1: 1
F_max (eV/Å): 8.0
HOMO (Ha): -0.358
LUMO level (Ha): 0.0224
SMILES: O/N=N\O.C=CCl
Gap between HOMO and LUMO (eV): 10.338

```
12
C2H5ClN2O2 | the Open Molecules 2025 dataset | wB97M-V/def2-TZVPD
O 0.452 -0.202 -2.000
N 1.659 0.285 -1.431
N 2.379 -0.433 -0.917
O 2.177 -1.757 -0.954
H 0.079 0.656 -2.402
H 2.992 -2.306 -0.658
C -1.279 0.839 1.942
C -0.960 -0.258 1.302
Cl 0.293 -1.340 1.947
H -1.023 1.014 3.031
H -1.983 1.538 1.553
H -1.265 -0.775 0.451
```

natural (NBO) population analysis, charges in e, atoms 1 to 2:
1 O -0.59
2 N 0.07

The following is a DFT calculation (wB97M-V/def2-TZVPD) of the ion C2H5ClNO3S with charge -1.

Relative energy (zero: lowest compared OMol25 entry of this formula, charge and spin) (eV): 0.474
2S+1: 1
F_max (eV/Å): 4.3
HOMO (Ha): -0.197
Charge: -1
LUMO level (Ha): 0.1233
SMILES: C[C@H](NCl)S(=O)(=O)[O-]
Gap between HOMO and LUMO (eV): 8.723

```
13
C2H5ClNO3S | the Open Molecules 2025 dataset | wB97M-V/def2-TZVPD
C -0.687 -1.378 0.168
C -0.242 0.038 0.314
N -0.945 0.954 -0.478
Cl -2.577 1.366 0.124
S 1.517 0.455 -0.241
O 1.665 1.814 0.271
O 1.462 0.286 -1.642
O 2.344 -0.572 0.412
H -1.014 -1.338 -0.791
H 0.247 -2.027 0.255
H -1.352 -1.722 0.878
H -0.182 0.324 1.354
H -0.236 1.799 -0.627
```

natural (NBO) population analysis, charges in e, atoms 1 to 2:
1 C -0.64
2 C -0.32

The following is a DFT calculation (wB97M-V/def2-TZVPD) of a structure of composition C2H5ClO2.

Relative energy (zero: lowest compared OMol25 entry of this formula, charge and spin) (eV): 2.244
2S+1: 1
F_max (eV/Å): 4.2
HOMO (Ha): -0.369
LUMO level (Ha): 0.0268
Gap between HOMO and LUMO (eV): 10.768

```
10
C2H5ClO2 | the Open Molecules 2025 dataset | wB97M-V/def2-TZVPD
C 1.551 -0.054 0.150
C -0.795 -0.018 -0.525
O -1.556 0.834 0.935
O 0.402 0.415 -0.660
Cl -0.995 -1.689 -0.152
H 1.759 0.764 0.966
H 2.344 -0.351 -0.656
H 1.242 -0.964 0.653
H -1.404 0.297 -1.391
H -2.548 0.766 0.679
```

natural (NBO) population analysis, charges in e, atoms 1 to 2:
1 C -0.28
2 C 0.36

The following is a DFT calculation (wB97M-V/def2-TZVPD) of a cluster of 2 separate species, C2H5ClO2S2 in total.

Relative energy (zero: lowest compared OMol25 entry of this formula, charge and spin) (eV): 0.853
2S+1: 1
F_max (eV/Å): 5.8
HOMO (Ha): -0.316
LUMO level (Ha): -0.0066
SMILES: CS(=O)(=O)Cl.C=S
Gap between HOMO and LUMO (eV): 8.424

```
12
C2H5ClO2S2 | the Open Molecules 2025 dataset | wB97M-V/def2-TZVPD
C -1.035 -0.982 -1.534
S -0.631 0.482 -0.682
O 0.593 0.953 -1.186
O -0.809 0.331 0.719
Cl -1.950 1.905 -1.286
H -0.720 -1.802 -1.072
H -2.165 -0.982 -1.783
H -0.489 -0.998 -2.476
C 1.767 0.435 2.336
S 1.569 -1.102 1.860
H 2.460 1.200 1.751
H 1.412 0.561 3.353
```

natural (NBO) population analysis, charges in e, atoms 1 to 2:
1 C -0.89
2 S 2.14

The following is a DFT calculation (wB97M-V/def2-TZVPD) of a cluster of 2 separate species, C2H5ClS in total.

Relative energy (zero: lowest compared OMol25 entry of this formula, charge and spin) (eV): 3.745
2S+1: 1
F_max (eV/Å): 4.0
HOMO (spin up / spin down) (Ha): -0.328 / -0.307
LUMO level (spin up / spin down) (Ha): -0.0082 / 0.0050
Gap between HOMO and LUMO (spin up / spin down) (eV): 8.716 / 8.481

```
9
C2H5ClS | the Open Molecules 2025 dataset | wB97M-V/def2-TZVPD
C -1.582 -0.155 0.243
C 1.073 -0.199 -0.645
S 1.824 1.318 0.128
Cl 1.693 -1.782 -0.161
H -1.632 0.743 -0.393
H -2.241 -0.990 -0.003
H -1.410 0.010 1.231
H 0.713 0.043 -1.706
H 1.562 1.012 1.306
```

natural (NBO) population analysis, charges in e, atoms 1 to 2:
1 C -0.48
2 C -0.38

The following is a DFT calculation (wB97M-V/def2-TZVPD) of the molecule C2H5F2N.

Relative energy (zero: lowest compared OMol25 entry of this formula, charge and spin) (eV): 0.219
2S+1: 1
F_max (eV/Å): 3.5
HOMO (Ha): -0.397
LUMO level (Ha): 0.0355
SMILES: CC(N)(F)F
Gap between HOMO and LUMO (eV): 11.764

```
10
C2H5F2N | the Open Molecules 2025 dataset | wB97M-V/def2-TZVPD
C 0.804 -0.349 0.648
C -0.503 0.053 0.201
N -0.414 0.899 -0.938
F -1.177 -1.200 -0.106
F -1.323 0.657 1.034
H 0.789 -0.994 1.469
H 1.148 -0.997 -0.047
H 1.516 0.517 0.705
H -1.260 0.736 -1.493
H 0.420 0.677 -1.475
```

natural (NBO) population analysis, charges in e, atoms 1 to 2:
1 C -0.68
2 C 0.80

The following is a DFT calculation (wB97M-V/def2-TZVPD) of a cluster of 2 separate species, C2H5F2NO in total.

Relative energy (zero: lowest compared OMol25 entry of this formula, charge and spin) (eV): 4.863
2S+1: 1
F_max (eV/Å): 4.8
HOMO (Ha): -0.323
LUMO level (Ha): 0.0310
Gap between HOMO and LUMO (eV): 9.639

```
11
C2H5F2NO | the Open Molecules 2025 dataset | wB97M-V/def2-TZVPD
C -0.029 -0.962 0.055
C 1.336 0.894 -0.066
N -1.918 0.076 -0.197
O 0.720 -0.114 0.699
F 2.564 0.380 -0.500
F -1.582 1.369 0.151
H -0.297 -1.753 0.614
H 0.198 -0.987 -0.940
H 1.398 1.667 0.660
H 0.859 1.234 -0.933
H -2.430 -0.395 0.512
```

natural (NBO) population analysis, charges in e, atoms 1 to 2:
1 C 0.16
2 C 0.32

The following is a DFT calculation (wB97M-V/def2-TZVPD) of a cluster of 2 separate species, C2H5F2NS in total.

Relative energy (zero: lowest compared OMol25 entry of this formula, charge and spin) (eV): 1.661
2S+1: 1
F_max (eV/Å): 3.3
HOMO (Ha): -0.358
LUMO level (Ha): 0.0107
Gap between HOMO and LUMO (eV): 10.037

```
11
C2H5F2NS | the Open Molecules 2025 dataset | wB97M-V/def2-TZVPD
C -0.673 -0.207 -0.895
C -0.543 0.714 0.364
N -0.057 0.073 1.434
F 1.138 1.858 -0.244
F -1.349 1.754 0.355
S 0.853 -1.195 -0.999
H -1.428 -1.061 -0.938
H -0.691 0.328 -1.839
H 0.352 -0.921 1.309
H -0.051 0.658 2.260
H 1.569 -0.128 -0.776
```

natural (NBO) population analysis, charges in e, atoms 1 to 2:
1 C -0.62
2 C 0.87

The following is a DFT calculation (wB97M-V/def2-TZVPD) of the molecule C2H5F2NS.

Relative energy (zero: lowest compared OMol25 entry of this formula, charge and spin) (eV): 0.236
2S+1: 1
F_max (eV/Å): 5.3
HOMO (Ha): -0.351
LUMO level (Ha): 0.0304
SMILES: NC(F)(F)CS
Gap between HOMO and LUMO (eV): 10.372

```
11
C2H5F2NS | the Open Molecules 2025 dataset | wB97M-V/def2-TZVPD
N -0.959 -1.189 -0.919
C 0.214 -0.311 -0.248
F 1.007 0.085 -1.257
F 0.921 -1.255 0.435
C -0.351 0.823 0.517
S 0.818 1.627 1.715
H -0.682 -1.638 -1.757
H -1.094 -1.815 -0.150
H -0.590 1.606 -0.186
H -1.286 0.529 0.896
H 2.003 1.539 0.953
```

natural (NBO) population analysis, charges in e, atoms 1 to 2:
1 N -0.88
2 C 0.81